Computed, not measured: a structure of composition CH6SSi at a distorted geometry, with wB97M-V/def2-TZVPD.

```
9
Properties=species:S:1:pos:R:3:forces:R:3:nbo_charge:R:1
C -0.8565 -1.0140 0.5150 2.33 0.58 -0.52 -1.05
Si 0.2989 0.5844 0.4528 0.13 -0.97 -3.78 1.08
S 0.6514 1.5505 -2.0689 0.69 -2.33 1.70 -0.57
H -1.0159 -1.1909 1.5541 -0.27 -0.11 0.96 0.23
H -1.8150 -0.9757 0.0085 0.18 0.35 -0.25 0.26
H -0.2366 -1.8576 0.1636 -0.51 0.24 -0.09 0.24
H 1.7222 0.7450 0.8035 -0.02 -0.89 0.16 -0.15
H -0.3041 1.6247 1.1210 -1.21 1.75 0.91 -0.21
H 1.5555 0.5334 -2.5496 -1.32 1.37 0.91 0.15
```
Forces are in eV/Å.

## Properties
- Max |F|: 0.076 Eh/bohr
- Charge: 0
- Calculated total energy: -19845.9137 eV
- HOMO level: -8.7 eV
- LUMO energy: 0.154 eV
- ΔE to the lowest compared entry with this formula, charge and spin: 138.6 kJ/mol

***

Computed, not measured: a cluster of 5 separate species, C36H35NO19Si in total, with wB97M-V/def2-TZVPD.

```
92
Properties=species:S:1:pos:R:3:forces:R:3:lowdin_charge:R:1
C -3.5713 2.9167 -0.9667 0.07 0.00 -0.16 -0.11
C -3.1226 2.4700 0.4231 0.41 0.05 -0.54 -0.23
C -1.7151 1.8260 0.4966 -0.43 0.05 -0.05 -0.16
C -0.8957 1.8847 -0.7717 0.05 -0.33 0.30 -0.26
O 0.4177 1.3755 -0.4584 -0.06 0.31 -0.19 -0.21
Si 1.2420 0.7245 -1.7153 0.14 -0.16 -0.17 0.49
C 1.1188 1.6951 -3.3078 -0.09 -0.08 -0.09 -0.16
C 0.5834 1.0071 -4.5517 0.04 0.03 0.04 -0.26
C 0.8299 1.6152 -5.7808 0.07 0.08 -0.08 -0.06
C 0.3636 1.0591 -6.9504 -0.08 -0.10 -0.19 -0.08
C -0.3582 -0.1268 -6.9253 -0.02 -0.04 -0.01 -0.05
C -0.6290 -0.7459 -5.7179 -0.04 -0.06 -0.10 -0.27
C -1.4093 -2.0287 -5.6426 0.09 0.11 0.18 -0.05
C -0.1575 -0.1651 -4.5445 -0.03 0.11 0.14 -0.03
O 2.8588 0.6245 -1.2380 -0.40 -0.29 0.01 -0.21
N 3.4468 -0.6789 -1.4272 0.59 0.20 0.38 -0.04
O 3.4783 -1.0003 -2.5387 -0.20 -0.08 -0.21 0.07
H -3.5861 2.0867 -1.6731 -0.04 -0.07 -0.02 0.07
H -2.9310 3.6878 -1.3940 0.04 0.07 0.03 0.07
H -4.5782 3.3289 -0.9291 -0.09 0.01 0.03 0.07
H -3.1366 3.3402 1.0757 -0.22 -0.04 0.20 0.10
H -3.8454 1.7399 0.7634 -0.06 0.12 0.33 0.07
H -1.8564 0.7739 0.7359 0.18 -0.06 0.13 0.09
H -1.1332 2.2760 1.2980 0.08 -0.01 0.07 0.12
H -0.8178 2.8931 -1.1748 0.09 0.08 0.01 0.12
H -1.3595 1.2373 -1.5230 -0.07 0.11 -0.17 0.11
H 0.7950 -0.6713 -1.8578 0.05 -0.09 -0.03 0.04
H 0.5534 2.6201 -3.1786 -0.04 0.05 0.21 0.09
H 2.1412 2.0121 -3.5235 0.09 0.07 0.03 0.09
H 1.3890 2.5394 -5.8310 0.08 0.07 0.11 0.11
H 0.5608 1.5512 -7.8920 0.02 0.02 -0.08 0.10
H -0.7123 -0.5724 -7.8446 -0.03 0.00 -0.08 0.11
H -2.2314 -1.9244 -4.9356 -0.13 -0.03 -0.04 0.08
H -0.7786 -2.8331 -5.2652 0.04 -0.10 -0.07 0.08
H -1.8039 -2.3145 -6.6126 -0.06 -0.06 -0.07 0.07
H -0.4003 -0.6582 -3.6140 0.03 -0.02 0.11 0.08
C 4.0095 -4.4226 0.2126 -0.07 0.10 -0.08 0.08
C 4.7916 -5.3410 0.7969 -0.01 0.02 -0.06 -0.24
C 4.6801 -5.6809 2.2663 -0.14 0.08 0.16 -0.31
O 5.4316 -6.5427 2.6839 0.06 -0.03 -0.03 0.10
C 3.7089 -4.9731 3.0740 0.04 -0.08 0.10 0.08
C 2.9308 -4.0511 2.4903 0.09 -0.06 0.09 -0.22
C 3.0263 -3.7298 1.0181 0.18 -0.10 -0.16 -0.30
O 2.2507 -2.8899 0.6047 -0.07 0.05 -0.12 0.10
O 2.0139 -3.3391 3.1247 0.09 0.01 0.12 0.10
O 5.7213 -6.0340 0.1602 0.01 0.00 -0.07 0.12
H 4.0803 -4.1739 -0.8370 0.02 -0.02 0.00 0.13
H 3.6452 -5.2118 4.1261 -0.02 0.01 0.00 0.14
H 1.6198 -2.7468 2.4510 0.12 0.09 -0.14 0.09
H 6.1236 -6.6240 0.8280 -0.01 -0.02 0.06 0.12
C -3.2831 -3.3299 0.4691 -0.02 0.05 -0.07 0.07
C -3.2052 -4.2348 1.4544 -0.05 0.02 -0.06 -0.24
C -2.0787 -4.2357 2.4603 0.17 0.13 0.01 -0.31
O -2.1197 -5.0958 3.3212 -0.04 -0.08 0.02 0.11
C -1.0416 -3.2361 2.3402 -0.02 -0.05 0.11 0.08
C -1.1108 -2.3288 1.3528 -0.07 -0.06 -0.02 -0.22
C -2.2550 -2.3167 0.3566 -0.11 -0.11 -0.06 -0.30
O -2.2515 -1.4479 -0.4968 0.20 0.11 0.03 0.10
O -0.2013 -1.3879 1.1818 -0.08 0.04 0.08 0.10
O -4.0899 -5.1984 1.6456 -0.09 -0.03 -0.04 0.12
H -4.0880 -3.3214 -0.2520 -0.01 -0.01 0.01 0.13
H -0.2346 -3.2528 3.0597 -0.19 -0.04 0.02 0.12
H -0.4552 -0.8475 0.4091 0.05 0.05 -0.02 0.08
H -3.7827 -5.6953 2.4301 0.05 0.01 0.04 0.12
C -8.4955 3.6622 3.3119 -0.10 0.07 0.06 0.07
C -7.6413 3.0188 2.5042 -0.06 0.03 0.00 -0.23
C -6.3182 2.4790 2.9952 0.11 0.03 0.19 -0.30
O -5.6281 1.9003 2.1747 -0.16 -0.06 0.03 0.09
C -5.9522 2.6823 4.3794 0.10 -0.07 -0.05 0.08
C -6.8050 3.3284 5.1877 0.06 -0.03 0.00 -0.24
C -8.1385 3.8510 4.7024 -0.09 -0.01 -0.22 -0.31
O -8.8370 4.4087 5.5278 0.00 0.03 0.08 0.11
O -6.5727 3.5680 6.4661 0.06 -0.02 0.05 0.12
O -7.8662 2.7933 1.2203 -0.06 0.02 -0.05 0.12
H -9.4448 4.0489 2.9697 0.00 -0.01 -0.02 0.14
H -4.9983 2.3041 4.7187 -0.01 0.00 0.02 0.14
H -7.3585 4.0437 6.8013 -0.05 0.02 -0.02 0.12
H -7.0867 2.3057 0.8886 0.05 -0.02 0.02 0.12
C 8.4228 2.6922 0.9872 0.06 0.00 0.13 0.07
C 8.0737 2.7368 -0.3059 0.06 0.01 0.04 -0.24
C 6.6611 2.4639 -0.7703 -0.18 -0.06 0.15 -0.31
O 6.4582 2.5485 -1.9684 0.04 0.01 -0.08 0.10
C 5.6573 2.1237 0.2144 -0.11 0.01 -0.15 0.08
C 6.0070 2.0763 1.5077 -0.03 -0.01 -0.05 -0.23
C 7.4144 2.3684 1.9749 0.20 0.05 -0.13 -0.31
O 7.6161 2.3102 3.1742 -0.04 -0.03 0.07 0.10
O 5.1727 1.7758 2.4894 -0.08 -0.01 0.00 0.12
O 8.9116 3.0210 -1.2894 0.08 0.02 0.00 0.12
H 9.4294 2.8882 1.3280 0.00 0.01 -0.02 0.13
H 4.6536 1.9170 -0.1306 -0.03 -0.03 0.04 0.11
H 5.6963 1.8231 3.3133 0.06 0.01 0.02 0.12
H 8.3830 2.9847 -2.1113 -0.06 -0.01 -0.02 0.12
```
Forces are in eV/Å.

## Properties
- Max |F|: 0.014 Eh/bohr
- Charge: 0
- Calculated total energy: -86167.5776 eV
- HOMO level: -9.0 eV
- LUMO energy: -1.597 eV
- Structure (SMILES): CCCCO[Si@@H](Cc1cccc(C)c1)ON=O.O=C1C=C(O)C(=O)C=C1O.O=C1C=C(O)C(=O)C=C1O.O=C1C=C(O)C(=O)C=C1O.O=C1C=C(O)C(=O)C=C1O

***

Computed, not measured: a structure of composition C39H64N9OS3SbSc, with wB97M-V/def2-TZVPD.

```
118
Properties=species:S:1:pos:R:3:forces:R:3:lowdin_charge:R:1
Sc 0.5524 -0.4366 -0.1017 -0.35 -0.04 -0.67 0.41
S 0.6339 -2.5470 3.0290 -0.14 -0.03 -0.02 0.59
C -0.1900 -1.0923 3.3467 0.24 0.07 0.10 -1.12
S -0.1715 0.2902 2.2486 -0.11 0.06 0.00 0.53
C -0.8861 -0.8959 4.5408 -0.14 -0.04 0.01 -0.42
C -1.5683 0.3172 4.8549 0.13 -0.08 -0.03 -0.28
N -2.1170 1.2870 5.1556 -0.08 0.03 0.01 0.14
C -0.9630 -1.9208 5.5298 -0.02 0.05 -0.06 -0.30
N -1.0621 -2.7215 6.3548 0.01 -0.02 0.03 0.12
C 3.3305 -3.9898 1.4538 -0.02 -0.07 0.00 -0.07
N 3.8808 -2.7100 1.8178 -0.04 -0.04 0.08 -0.14
C 5.1034 -2.7307 2.5844 -0.01 0.00 -0.02 -0.05
C 3.2563 -1.5652 1.4333 0.17 0.14 -0.09 -0.42
N 2.5453 -1.4945 0.3213 -0.13 -0.05 -0.18 0.05
C 2.9641 -2.2363 -0.8111 0.00 0.12 0.22 -0.22
C 4.2987 -2.1638 -1.1466 0.05 -0.01 -0.02 -0.04
C 4.8247 -2.7872 -2.2877 0.01 0.02 0.03 -0.09
C 3.9900 -3.4590 -3.1248 -0.03 -0.03 0.00 -0.06
C 2.6023 -3.5408 -2.8486 0.00 -0.01 -0.03 -0.16
C 1.7784 -4.2166 -3.7792 0.05 -0.01 0.00 -0.06
C 0.4345 -4.2941 -3.5788 -0.04 0.02 0.00 -0.07
C -0.1277 -3.7305 -2.4289 -0.02 0.00 -0.06 -0.05
C 0.6323 -3.1115 -1.4635 -0.03 -0.03 0.10 -0.26
N -0.0310 -2.5769 -0.3399 0.02 -0.22 0.15 0.02
C -1.0272 -3.2585 0.1963 -0.13 -0.03 -0.24 -0.40
N -1.0837 -4.6305 0.2287 0.03 0.06 0.06 -0.14
C -2.3298 -5.3230 -0.0161 0.00 -0.02 -0.01 -0.06
C 0.0810 -5.4781 0.1897 -0.01 -0.02 0.06 -0.04
N -2.1067 -2.6469 0.7327 0.11 0.02 0.18 -0.13
C -2.6610 -1.4100 0.2104 0.01 -0.05 -0.05 -0.10
C -2.7680 -3.1618 1.9207 0.08 0.08 0.00 -0.06
C 2.0493 -2.9524 -1.6699 0.06 0.00 -0.01 -0.03
N 3.4677 -0.4883 2.2334 -0.18 -0.10 -0.01 -0.13
C 3.3960 -0.5797 3.6843 -0.01 0.00 -0.06 -0.07
C 3.4750 0.8653 1.7219 -0.02 0.01 0.01 -0.06
H 3.3253 -4.6456 2.3278 0.01 0.00 0.00 0.10
H 3.8881 -4.4648 0.6387 0.00 0.00 0.01 0.10
H 2.3054 -3.8169 1.1502 -0.07 -0.07 -0.01 0.03
H 5.8193 -3.3969 2.0938 0.01 0.00 -0.01 0.09
H 4.9382 -3.0936 3.6033 0.01 0.00 0.01 0.09
H 5.5308 -1.7325 2.6328 0.01 -0.01 -0.01 0.09
H 4.9521 -1.5875 -0.5016 0.00 0.01 -0.02 0.12
H 5.8832 -2.7099 -2.5038 0.01 0.00 0.00 0.10
H 4.3626 -3.9324 -4.0246 0.00 -0.01 -0.02 0.10
H 2.2395 -4.6424 -4.6619 0.00 0.00 0.00 0.10
H -0.2067 -4.7706 -4.3096 -0.01 -0.01 -0.01 0.10
H -1.2022 -3.7384 -2.2993 0.00 -0.01 -0.01 0.12
H -3.1319 -4.6093 -0.1775 0.00 -0.02 -0.03 0.09
H -2.5983 -5.9716 0.8229 -0.01 0.00 0.00 0.09
H -2.2311 -5.9428 -0.9147 0.02 -0.01 0.00 0.09
H 0.9408 -4.9271 0.5409 0.10 0.04 0.01 0.06
H 0.2859 -5.8551 -0.8184 -0.01 0.01 0.00 0.09
H -0.0803 -6.3255 0.8611 0.01 0.00 0.01 0.10
H -2.1245 -1.0962 -0.6902 0.00 -0.01 0.07 -0.03
H -2.6115 -0.6163 0.9575 0.02 0.05 0.02 0.04
H -3.7109 -1.5798 -0.0537 -0.01 0.00 0.03 0.09
H -2.1569 -3.9244 2.3937 0.03 -0.03 0.01 0.08
H -3.7602 -3.5619 1.6865 -0.01 0.01 0.02 0.08
H -2.8821 -2.3410 2.6310 0.00 0.01 0.02 0.09
H 4.3353 -0.2461 4.1371 -0.01 0.00 0.02 0.09
H 3.1635 -1.5933 3.9899 -0.02 -0.04 0.00 0.06
H 2.5819 0.0582 4.0352 -0.02 0.01 0.01 0.09
H 3.6804 0.8556 0.6584 -0.01 0.00 -0.03 0.07
H 4.2644 1.4178 2.2404 -0.01 0.01 0.01 0.09
H 2.5196 1.3680 1.8978 0.02 0.00 -0.02 0.06
S -0.4968 -0.0129 -2.1811 0.13 -0.11 0.19 0.03
C -4.9125 3.4409 -1.6173 -0.03 -0.01 0.00 -0.13
C -3.7458 2.4757 -1.7840 0.02 -0.07 -0.02 -0.71
C -3.1388 2.6597 -3.1729 -0.01 0.05 -0.02 -0.15
C -4.2580 1.0362 -1.6940 -0.01 -0.03 -0.04 -0.16
Sb -2.1635 2.5864 -0.2427 0.15 0.10 0.26 1.57
C -3.2374 3.4024 1.5393 -0.02 -0.05 -0.06 -0.70
C -4.1693 4.6059 1.4372 -0.05 0.00 -0.04 -0.12
C -2.1777 3.6986 2.6024 0.02 0.03 0.02 -0.15
C -4.0429 2.1884 2.0148 -0.04 0.02 0.03 -0.15
C -0.9059 4.2916 -0.9116 -0.03 -0.01 -0.01 -0.70
C 0.1471 4.4958 0.1792 0.00 0.02 0.04 -0.14
C -1.6506 5.5971 -1.1561 0.04 0.03 -0.03 -0.12
C -0.1556 3.8790 -2.1787 -0.01 -0.03 0.01 -0.14
H -5.5529 3.3815 -2.5080 -0.02 -0.01 0.00 0.08
H -4.5969 4.4793 -1.5038 0.03 0.01 -0.02 0.07
H -5.5316 3.1800 -0.7586 0.01 0.00 0.04 0.06
H -3.8787 2.3458 -3.9214 0.00 0.00 -0.02 0.08
H -2.2397 2.0564 -3.3134 -0.01 -0.04 0.02 0.03
H -2.9068 3.7074 -3.3730 0.03 0.03 0.00 0.06
H -5.0602 0.8845 -2.4289 -0.01 0.01 -0.01 0.08
H -4.6646 0.8002 -0.7079 -0.02 0.01 0.04 0.06
H -3.4557 0.3294 -1.9170 0.01 0.01 -0.01 0.03
H -3.7099 5.4659 0.9491 0.01 0.00 0.03 0.05
H -4.4542 4.9209 2.4494 0.00 -0.01 0.03 0.08
H -5.0915 4.3732 0.9073 0.01 0.01 -0.04 0.05
H -1.7259 4.6820 2.4566 0.00 0.00 -0.01 0.06
H -1.3877 2.9449 2.6360 0.01 -0.01 -0.01 0.03
H -2.6480 3.6947 3.5915 0.00 0.01 0.02 0.07
H -4.7987 1.8821 1.2858 -0.01 0.01 -0.02 0.06
H -4.5599 2.4292 2.9511 0.00 0.01 0.02 0.08
H -3.3926 1.3364 2.2237 0.03 -0.02 0.00 0.05
H -0.2654 4.9357 1.0855 -0.01 -0.02 -0.01 0.05
H 0.9267 5.1752 -0.1931 0.00 0.02 0.01 0.08
H 0.6317 3.5548 0.4574 0.00 -0.02 -0.01 0.06
H -2.1905 5.9343 -0.2713 0.03 0.01 0.00 0.05
H -2.3640 5.5082 -1.9775 -0.04 -0.01 0.00 0.06
H -0.9373 6.3893 -1.4271 0.00 0.01 -0.02 0.08
H 0.3191 2.9024 -2.0671 -0.02 0.02 0.03 0.03
H 0.6138 4.6353 -2.3944 0.03 0.00 -0.01 0.07
H -0.8002 3.8102 -3.0504 -0.06 0.03 -0.04 0.05
C 3.1909 2.4188 -3.9016 0.01 0.02 0.00 -0.04
N 2.9696 2.2414 -2.4834 0.02 -0.04 0.06 -0.17
C 3.4224 3.2881 -1.5909 -0.03 0.03 -0.01 -0.03
C 2.2714 1.1988 -2.0363 0.00 -0.02 -0.16 -0.37
O 2.0139 1.0197 -0.8394 0.30 0.28 0.18 -0.19
H 4.2563 2.5412 -4.1088 0.00 0.00 0.00 0.09
H 2.6568 3.3011 -4.2616 0.00 0.01 0.00 0.09
H 2.8245 1.5458 -4.4364 -0.02 -0.01 -0.01 0.09
H 3.0909 4.2570 -1.9677 0.00 0.02 0.01 0.09
H 4.5128 3.2868 -1.5194 0.00 0.01 0.00 0.09
H 2.9915 3.1255 -0.6065 0.01 -0.01 -0.01 0.08
H 1.9045 0.5047 -2.7983 0.00 0.00 0.05 0.06
```
Forces are in eV/Å.

## Properties
- Max |F|: 0.015 Eh/bohr
- Charge: -1
- Calculated total energy: -116688.7973 eV
- HOMO level: -3.8 eV
- LUMO energy: 1.994 eV
- ΔE to the lowest compared entry with this formula, charge and spin: 44.3 kJ/mol

***

| no. | orbital gap (eV) |
| --- | --- |
| 1 | 8.8560 |
| 2 | 7.3911 |
| 3 | 5.7654 |